Record 1
Below is C23H41N2P3STc as an isolated structure, with properties calculated with wB97M-V/def2-TZVPD.

Each line ends with the Löwdin spin population.
CARTESIAN COORDINATES (ANGSTROEM)
Tc  0.411  0.419  0.566  2.6438
P  2.533  0.276  -0.156  0.0978
P  0.206  2.468  -0.894  -0.0037
P  0.237  -1.401  2.021  0.0339
H  -2.026  0.670  -4.691  0.0000
C  -2.120  0.133  -3.738  0.0010
C  -3.167  0.353  -2.927  0.0011
H  -3.965  1.064  -3.189  0.0000
C  2.747  -0.307  -1.882  0.0499
C  3.593  1.780  -0.173  0.0043
C  3.655  -0.852  0.760  0.0275
C  -1.526  3.015  -1.140  -0.0006
C  0.926  3.976  -0.141  0.0078
C  0.780  2.475  -2.622  -0.0027
C  -1.455  -2.058  1.798  0.0134
C  0.336  -1.136  3.845  0.0099
C  1.232  -2.953  1.979  0.0122
H  -1.364  -0.631  -3.518  -0.0001
H  -3.270  -0.168  -1.970  0.0000
H  3.779  -0.663  -2.007  0.0065
H  2.557  0.505  -2.591  0.0005
H  2.051  -1.130  -2.089  0.0030
H  4.643  1.459  -0.190  0.0000
H  3.424  2.368  0.736  0.0005
H  3.397  2.404  -1.052  0.0001
H  4.686  -0.484  0.678  0.0036
H  3.605  -1.866  0.350  0.0003
H  3.386  -0.877  1.822  0.0010
H  -1.514  3.957  -1.704  -0.0004
H  -1.995  3.183  -0.163  -0.0001
H  -2.092  2.249  -1.687  0.0000
H  0.609  4.844  -0.734  0.0005
H  2.019  3.934  -0.121  0.0001
H  0.563  4.096  0.886  0.0000
H  0.402  3.383  -3.110  -0.0006
H  0.371  1.602  -3.143  0.0000
H  1.871  2.475  -2.693  0.0000
H  -1.651  -2.796  2.588  0.0010
H  -1.521  -2.533  0.810  0.0006
H  -2.179  -1.236  1.870  0.0006
H  0.357  -2.113  4.347  0.0000
H  -0.529  -0.571  4.207  0.0005
H  1.253  -0.591  4.100  0.0002
H  0.828  -3.645  1.229  0.0015
H  1.195  -3.431  2.967  0.0005
H  2.276  -2.744  1.734  -0.0002
C  -0.586  -3.589  -2.204  -0.0059
C  -0.212  -4.538  -3.192  -0.0004
C  -1.172  -5.085  -4.033  -0.0027
C  -2.520  -4.708  -3.916  -0.0140
C  -2.898  -3.765  -2.948  -0.0052
C  -1.949  -3.206  -2.097  0.0010
S  0.582  -2.922  -1.199  0.0585
H  -0.731  1.571  0.559  -0.0100
H  0.841  -4.808  -3.258  0.0001
H  -0.865  -5.814  -4.788  0.0000
H  -3.271  -5.152  -4.577  -0.0005
H  -3.943  -3.459  -2.860  -0.0001
H  -2.224  -2.456  -1.357  0.0000
N  -4.398  2.474  4.233  -0.0007
C  -3.237  2.468  4.084  0.0000
C  -1.810  2.411  3.842  0.0034
C  -0.871  3.059  4.648  0.0086
C  0.470  2.931  4.320  -0.0023
C  0.847  2.179  3.205  0.0146
N  -0.069  1.581  2.417  0.0160
C  -1.383  1.666  2.745  0.0158
H  -1.211  3.635  5.507  0.0004
H  1.253  3.411  4.901  -0.0004
H  1.896  2.058  2.921  0.0031
H  -2.089  1.156  2.078  0.0056

Its spin multiplicity is 4. The charge is +4. The calculation puts the max |F| at 5.03 eV/A. The relative energy (zero: lowest compared OMol25 entry of this formula, charge and spin) comes out at 25.8 kcal per mole. Its expectation value of S² is 3.7931. The calculation puts the HOMO-LUMO gap (alpha / beta) at 5.0 / 5.0 eV.

***

Record 2
Below is C23H41N2P3STm as an isolated structure, with properties calculated with wB97M-V/def2-TZVPD.

Each line ends with the Löwdin spin population.
CARTESIAN COORDINATES (ANGSTROEM)
Tm  0.777  0.055  -0.859  2.0197
P  -1.291  -1.885  -0.804  -0.0035
P  -1.145  1.198  1.293  -0.0022
P  1.591  -0.969  1.663  -0.0026
H  5.351  0.006  -2.818  0.0000
C  4.941  -0.484  -1.921  -0.0001
C  4.264  -1.725  -2.492  0.0000
H  3.775  -1.499  -3.448  0.0000
C  -2.425  -1.913  -2.246  -0.0006
C  -2.552  -2.085  0.524  -0.0008
C  -0.583  -3.573  -0.881  0.0000
C  -0.506  2.843  1.803  -0.0002
C  -2.789  1.705  0.640  -0.0001
C  -1.733  0.591  2.935  -0.0007
C  3.140  -1.942  1.583  -0.0004
C  0.568  -2.135  2.653  -0.0006
C  2.051  0.289  2.921  0.0000
H  5.837  -0.783  -1.351  0.0000
H  5.104  -2.422  -2.678  0.0000
H  -1.841  -2.084  -3.160  0.0000
H  -2.959  -0.959  -2.342  0.0000
H  -3.156  -2.724  -2.120  -0.0001
H  -3.197  -1.200  0.584  0.0000
H  -2.075  -2.238  1.499  0.0000
H  -3.177  -2.961  0.293  -0.0002
H  0.234  -3.593  -1.614  0.0000
H  -1.371  -4.279  -1.180  -0.0001
H  -0.174  -3.869  0.093  0.0000
H  -1.008  3.165  2.725  -0.0001
H  -0.687  3.578  1.010  0.0000
H  0.574  2.772  1.983  0.0000
H  -3.473  1.878  1.482  0.0000
H  -3.202  0.916  0.002  0.0000
H  -2.707  2.616  0.040  0.0000
H  -2.368  1.372  3.376  -0.0001
H  -0.900  0.375  3.613  0.0000
H  -2.335  -0.316  2.801  0.0000
H  3.498  -2.165  2.596  -0.0001
H  3.917  -1.395  1.036  0.0000
H  2.961  -2.881  1.041  0.0000
H  1.179  -2.558  3.463  -0.0001
H  0.222  -2.958  2.017  0.0000
H  -0.302  -1.637  3.094  0.0000
H  2.752  -0.155  3.642  0.0000
H  1.177  0.675  3.459  0.0000
H  2.546  1.128  2.414  0.0000
C  2.772  0.414  -1.659  -0.0028
C  4.144  0.545  -1.106  0.0000
C  4.717  1.891  -1.409  -0.0011
C  4.305  2.581  -2.521  -0.0004
C  3.238  2.107  -3.307  -0.0003
C  2.449  1.025  -2.835  -0.0013
S  3.116  -2.789  -1.597  0.0006
H  3.936  -3.792  -1.382  0.0001
H  4.208  0.281  -0.037  0.0000
H  5.523  2.253  -0.772  0.0000
H  4.816  3.505  -2.814  0.0000
H  2.946  2.628  -4.219  0.0000
H  1.569  0.680  -3.408  -0.0001
N  -4.586  1.099  -3.568  -0.0002
C  -3.586  1.603  -3.222  0.0000
C  -2.381  2.235  -2.735  -0.0001
C  -2.352  3.592  -2.405  0.0008
C  -1.191  4.120  -1.840  -0.0002
C  -0.149  3.257  -1.511  0.0006
N  -0.250  1.918  -1.716  -0.0032
C  -1.261  1.449  -2.492  0.0005
H  -3.230  4.207  -2.610  0.0000
H  -1.092  5.184  -1.634  0.0000
H  0.806  3.629  -1.125  0.0000
H  -1.122  0.457  -2.942  0.0000

Its spin multiplicity is 3. The charge is +3. The calculation puts the max |F| at 3.03 eV/A. The relative energy (zero: lowest compared OMol25 entry of this formula, charge and spin) comes out at 0.0 kcal per mole. Its expectation value of S² is 2.0023. The calculation puts the HOMO-LUMO gap (alpha / beta) at 6.2 / 6.2 eV.

***

Record 3
Below is C23H42Cl2IrN2O6P as an isolated structure, with properties calculated with wB97M-V/def2-TZVPD.

Each line ends with the Löwdin spin population.
CARTESIAN COORDINATES (ANGSTROEM)
O  -0.029  0.460  -2.778  0.4596
C  -0.731  1.231  -3.480  0.4013
C  -1.062  0.961  -4.885  0.0606
C  -0.406  0.009  -5.708  0.1049
H  0.416  -0.585  -5.316  0.0076
C  -0.826  -0.157  -7.029  -0.0052
H  -0.356  -0.872  -7.706  -0.0035
C  -1.874  0.618  -7.546  0.1219
H  -2.194  0.518  -8.588  0.0084
C  -2.511  1.572  -6.739  0.0011
H  -3.322  2.183  -7.141  -0.0029
C  -2.103  1.743  -5.424  0.0929
H  -2.580  2.477  -4.772  0.0030
H  -1.196  2.150  -3.064  0.0227
C  0.998  3.025  -1.810  0.0322
C  0.107  2.375  -0.815  0.2024
H  1.651  3.766  -1.328  0.0030
H  0.389  3.574  -2.538  0.0046
H  1.625  2.300  -2.315  0.0023
C  -0.499  3.151  0.091  0.0783
C  -0.344  4.628  0.226  0.0173
H  -1.125  2.693  0.836  0.0063
H  -0.946  5.209  -0.472  0.0023
H  0.686  4.952  0.085  0.0020
H  -0.651  4.943  1.222  0.0014
Ir  0.070  0.242  -0.703  1.7997
Cl  2.310  -0.034  -1.246  0.1273
Cl  -2.083  -0.492  -1.168  0.1634
C  2.479  1.100  1.670  0.0069
O  1.282  0.789  1.589  0.0683
N  3.207  0.991  2.804  0.0036
C  2.576  0.812  4.098  0.0005
C  4.596  1.407  2.823  0.0005
H  3.077  1.482  0.817  0.0020
H  1.648  0.249  3.982  0.0002
H  2.355  1.786  4.566  0.0001
H  3.282  0.262  4.734  0.0000
H  4.941  1.447  1.784  0.0000
H  5.180  0.671  3.391  0.0002
H  4.703  2.402  3.287  0.0000
H  -3.124  1.154  4.649  0.0000
H  -4.880  -0.431  3.667  0.0000
C  -2.858  1.507  3.643  0.0005
C  -4.655  0.070  2.715  0.0006
N  -3.270  0.498  2.683  0.0026
H  -1.778  1.667  3.568  0.0002
C  -2.493  0.173  1.635  0.0075
O  -1.356  0.642  1.475  0.0781
H  -4.809  -0.632  1.884  0.0000
H  -2.974  -0.559  0.962  0.0025
H  -3.394  2.451  3.453  0.0000
H  -5.333  0.932  2.603  0.0000
C  1.097  -2.989  -2.737  0.0014
C  -0.096  -3.168  -1.827  0.0035
O  0.226  -3.016  -0.405  0.0394
P  0.427  -1.709  0.497  0.0566
O  1.875  -1.965  1.150  0.0028
C  2.734  -3.144  1.037  0.0002
C  2.157  -4.393  1.634  0.0004
O  -0.552  -2.005  1.745  0.0032
C  -0.205  -1.806  3.143  0.0003
C  -1.224  -2.501  4.025  0.0001
H  1.214  -1.930  -3.018  0.0005
H  0.954  -3.585  -3.652  0.0001
H  2.020  -3.328  -2.249  0.0001
H  -0.894  -2.460  -2.085  0.0013
H  -0.500  -4.182  -1.940  0.0002
H  3.660  -2.882  1.566  0.0000
H  2.962  -3.309  -0.025  0.0001
H  1.284  -4.750  1.086  0.0002
H  2.929  -5.159  1.566  0.0000
H  1.922  -4.282  2.693  0.0000
H  0.806  -2.193  3.344  0.0000
H  -0.189  -0.726  3.328  0.0002
H  -1.261  -3.575  3.790  0.0000
H  -0.933  -2.382  5.081  0.0000
H  -2.228  -2.074  3.884  0.0000

Its spin multiplicity is 5. The calculation puts the max |F| at 4.34 eV/A. Its expectation value of S² is 6.0388. The calculation puts the HOMO-LUMO gap (alpha / beta) at 4.5 / 6.3 eV.